Entry 1:
This record from the OMol25 dataset describes a single C5H5NO molecule at a distorted geometry. The level of theory is ωB97M-V/def2-TZVPD.

For the HOMO energy, the calculation gives -10.43 eV. As for the SMILES: N#C[C@H]1O[C@H]2C[C@H]21. As for the maximum force: 0.0288 Eh/bohr. Its charge is 0.

Each atom is followed by the atoms it is bonded to, with distances in Å.
Cartesian coordinates (Å):
1 C -0.202 -0.338 -0.677  C5 1.507, H7 1.083, C9 1.527, C10 1.488
2 H -1.841 1.269 -0.964  C9 1.085
3 C 2.091 0.359 0.123  C5 1.483, N12 1.159
4 O -0.063 -0.183 1.432  C5 1.443, C10 1.526
5 C 0.876 -0.455 0.370  C1 1.507, C3 1.483, O4 1.443, H11 1.091
6 H -0.635 1.515 0.409  C9 1.081
7 H -0.161 -0.847 -1.632  C1 1.083
8 H -2.046 -1.108 0.550  C10 1.100
9 C -1.093 0.844 -0.304  C1 1.527, H2 1.085, H6 1.081, C10 1.474
10 C -1.190 -0.428 0.432  C1 1.488, O4 1.526, H8 1.100, C9 1.474
11 H 1.201 -1.487 0.516  C5 1.091
12 N 3.065 0.859 -0.256  C3 1.159

These are the natural (NBO) partial charges, in e, on atoms 1 to 5:
1. C -0.258
2. H 0.238
3. C 0.251
4. O -0.496
5. C 0.004

---

Entry 2:
This record from the OMol25 dataset describes 2 unconnected molecules or ions with the total composition C3H7O2 at a distorted geometry. The level of theory is ωB97M-V/def2-TZVPD.

As for the expectation value of S²: 2.0122. For the HOMO energy (alpha / beta), the calculation gives -12.81 / -18.05 eV. As for the maximum force: 0.1077 Eh/bohr. Its charge is +1. As for the multiplicity: 3.

Each atom is followed by the atoms it is bonded to, with distances in Å.
Cartesian coordinates (Å):
1 C 1.935 0.867 0.410  H7 1.157, O8 1.271, H12 1.056
2 O 0.962 -1.788 -0.003  H5 0.965, C11 1.291
3 C -1.588 0.703 -0.013  H4 1.074, H6 1.029, H10 1.089
4 H -1.282 1.635 -0.451  C3 1.074
5 H 0.802 -2.607 -0.487  O2 0.965
6 H -2.252 0.008 -0.380  C3 1.029
7 H 2.523 0.436 1.308  C1 1.157
8 O 1.048 0.444 -0.396  C1 1.271, C11 1.270
9 H -0.230 -0.664 -1.286  C11 1.054
10 H -1.209 0.385 0.957  C3 1.089
11 C 0.532 -0.705 -0.559  O2 1.291, O8 1.270, H9 1.054
12 H 1.915 1.918 0.313  C1 1.056

These are the natural (NBO) partial charges, in e, on atoms 1 to 5:
1. C 0.063
2. O -0.591
3. C -0.503
4. H 0.197
5. H 0.553

---

Entry 3:
This record from the OMol25 dataset describes a single C3H2ClN3O molecule. The level of theory is ωB97M-V/def2-TZVPD.

For the HOMO energy, the calculation gives -9.61 eV. As for the SMILES: O=c1nncc(Cl)[nH]1. As for the maximum force: 0.0163 Eh/bohr. Its charge is 0.

Each atom is followed by the atoms it is bonded to, with distances in Å.
Cartesian coordinates (Å):
1 O -0.259 2.574 -0.572  C7 1.199
2 N -0.514 0.321 -0.770  H3 1.019, C6 1.346, C7 1.411
3 H -1.111 0.476 -1.581  N2 1.019
4 N 1.008 0.082 1.436  C5 1.368, N9 1.261
5 C 0.513 -1.034 0.817  N4 1.368, C6 1.351, H10 1.097
6 C -0.254 -0.909 -0.288  N2 1.346, C5 1.351, Cl8 1.721
7 C -0.006 1.482 -0.148  O1 1.199, N2 1.411, N9 1.433
8 Cl -0.930 -2.231 -1.158  C6 1.721
9 N 0.786 1.253 1.023  N4 1.261, C7 1.433
10 H 0.768 -2.013 1.240  C5 1.097

These are the natural (NBO) partial charges, in e, on atoms 1 to 5:
1. O -0.558
2. N -0.585
3. H 0.440
4. N -0.094
5. C -0.189

---

Summary of ΔE to the lowest compared entry with this formula, charge and spin in eV
3.265 0.000 0.433
(order as listed above)